# 1
83
Properties=species:S:1:pos:R:3:lowdin_charge:R:1 method="wB97M-V/def2-TZVPD" multiplicity=1 orbital_gap_ev=6.2 homo_ev=-16.54 total_charge=+3
Pb -0.3037 3.5079 -1.3250 1.557
C -4.6737 -0.6218 -3.1238 -0.120
C -3.9121 0.6990 -2.8863 -0.312
Ge -2.0218 0.2814 -3.0301 1.153
C -1.1727 0.6069 -4.7473 -0.319
C -1.2577 -0.7107 -5.5496 -0.124
C -1.3213 -1.1413 -1.9881 -0.239
C -0.7121 -1.7003 -0.9292 -0.242
Ge 0.2725 -0.9769 0.6815 1.065
C 2.2305 -1.0763 0.5433 -0.283
C 2.9337 -2.3494 1.0164 -0.119
C -0.9607 -1.2319 2.2052 -0.299
C -0.5415 -2.1884 3.3271 -0.113
C -0.7325 -3.1932 -0.8029 -0.233
C -1.4446 -4.0193 -1.6871 -0.023
C -1.4517 -5.3916 -1.5402 -0.030
C -0.7550 -5.9926 -0.4982 -0.021
C -0.0567 -5.2033 0.3985 -0.026
C -0.0557 -3.8268 0.2400 -0.076
H -5.7401 -0.4022 -3.1531 0.098
H -4.5032 -1.3406 -2.3230 0.077
H -4.4220 -1.0906 -4.0755 0.074
H -4.1566 1.1300 -1.9174 0.036
H -4.1245 1.4362 -3.6613 0.086
H -0.1397 0.9293 -4.6353 0.060
H -1.7358 1.4059 -5.2313 0.080
H -0.6298 -1.4905 -5.1203 0.079
H -0.9032 -0.5180 -6.5616 0.099
H -2.2777 -1.0865 -5.6378 0.075
H -1.6870 -1.8881 -2.7223 0.053
H 2.5877 -0.2171 1.1134 0.066
H 2.4418 -0.8812 -0.5097 0.053
H 2.6932 -2.5898 2.0529 0.075
H 4.0112 -2.1964 0.9672 0.092
H 2.7021 -3.2060 0.3872 0.074
H -1.8817 -1.6004 1.7436 0.075
H -1.1532 -0.2303 2.5952 0.068
H -0.5100 -3.2199 2.9850 0.072
H -1.2779 -2.1477 4.1288 0.095
H 0.4261 -1.9466 3.7594 0.043
H -2.0239 -3.6109 -2.5037 0.104
H -2.0087 -6.0003 -2.2378 0.125
H -0.7636 -7.0673 -0.3863 0.128
H 0.4852 -5.6540 1.2175 0.128
H 0.5132 -3.2718 0.9770 0.054
Cl 5.2934 4.3042 -1.1110 0.805
C 4.1683 3.1104 -1.5783 -0.633
C 4.5752 1.8897 -2.1035 -0.020
C 3.6059 0.9639 -2.4554 -0.017
C 2.2714 1.2752 -2.2722 -0.140
N 1.8778 2.4563 -1.7818 -0.111
C 2.8087 3.3560 -1.4445 -0.180
H 5.6281 1.6786 -2.2323 0.136
H 3.8862 0.0087 -2.8764 0.131
H 1.4978 0.5617 -2.5216 0.102
H 2.4811 4.3168 -1.0602 0.103
O 0.4215 3.1988 0.7358 -0.205
C 0.5768 2.0519 1.2481 -0.480
O 0.1944 1.0205 0.5964 -0.120
C 1.2203 2.0424 2.5864 -0.080
C 1.4773 0.8837 3.3145 0.062
C 2.1240 0.9816 4.5296 -0.075
C 2.5026 2.1891 5.0861 0.139
C 2.2357 3.3225 4.3409 -0.073
C 1.6167 3.2777 3.1127 0.098
N 2.6397 4.6472 4.8740 -0.345
O 3.0813 4.6653 5.9909 0.149
O 2.4867 5.5890 4.1327 0.113
N 2.4440 -0.2659 5.2541 -0.333
O 2.7173 -0.1734 6.4171 0.167
O 2.3960 -1.2888 4.5984 0.070
H 1.2002 -0.0990 2.9693 0.072
H 2.9898 2.2452 6.0511 0.155
H 1.4546 4.2022 2.5814 0.136
N -2.7905 1.1818 -0.1035 -0.035
C -3.9517 1.2962 0.5624 -0.038
C -4.3201 2.6229 0.5273 0.005
C -3.3077 3.2503 -0.1940 -0.135
N -2.3723 2.3732 -0.5806 -0.168
H -2.2444 0.3437 -0.2353 0.090
H -4.4381 0.4404 0.9984 0.148
H -5.1978 3.0715 0.9538 0.129
H -3.2354 4.2922 -0.4658 0.119

=====

# 2
107
Properties=species:S:1:pos:R:3:lowdin_spin:R:1 method="wB97M-V/def2-TZVPD" multiplicity=2 orbital_gap_ev="5.5 / 5.0" homo_ev="-9.44 / -9.77" s2=0.881 relative_energy_kcal_mol=18.90 total_charge=+1
Ir -0.3389 0.0236 -0.2892 0.009
C 3.1169 5.5274 -4.5979 0.007
C 3.3973 4.2116 -4.9380 0.000
C 2.8074 3.1681 -4.2397 0.010
C 1.9220 3.4304 -3.1983 0.018
C 1.6571 4.7546 -2.8511 0.011
C 2.2543 5.7973 -3.5440 -0.001
C 1.2415 2.3386 -2.4472 0.161
C 2.0188 1.5352 -1.5633 0.024
C 3.4916 1.5789 -1.5305 0.003
C 3.8753 0.8063 -0.5263 -0.006
C 2.6461 0.3376 0.1764 0.009
C 2.3181 -0.5604 2.1041 0.011
C 3.3412 -0.8131 3.1990 0.001
C 3.0404 -0.4817 4.5175 0.001
C 3.9983 -0.6208 5.5111 0.000
C 5.2829 -1.0383 5.1913 0.000
C 5.6091 -1.2929 3.8671 0.000
C 4.6418 -1.1820 2.8771 0.000
C 0.9893 -1.1860 2.3607 0.100
N 0.0063 -1.2040 1.4703 -0.011
C -0.8894 -2.1766 1.9464 0.070
C -2.1470 -2.4395 1.4987 -0.025
C -2.9523 -3.4945 2.1808 -0.005
C -3.3308 -4.6382 1.4855 -0.002
C -4.0981 -5.6123 2.1073 0.002
C -4.5150 -5.4378 3.4193 -0.002
C -4.1537 -4.2905 4.1125 0.001
C -3.3703 -3.3243 3.4981 -0.002
C -2.8296 -1.6543 0.5457 0.113
C -4.2474 -1.7385 0.3735 -0.003
C -4.5875 -0.7646 -0.4952 0.071
C -3.3717 -0.0951 -0.8617 0.015
N -2.3012 -0.6642 -0.2164 -0.003
C -3.3388 0.9374 -1.7892 0.069
C -2.1800 1.5606 -2.2302 0.056
C -2.2018 2.6445 -3.1949 -0.034
C -0.9384 3.0372 -3.3765 0.025
C -0.1144 2.2153 -2.5121 -0.032
N -0.9026 1.3078 -1.8258 0.087
C -4.6421 1.4215 -2.3334 0.006
C -4.9635 1.2475 -3.6767 0.004
C -6.1855 1.6836 -4.1671 0.001
C -7.0937 2.3064 -3.3223 0.003
C -6.7714 2.4999 -1.9859 0.000
C -5.5539 2.0551 -1.4925 0.004
C -0.3438 -2.8081 3.1158 0.045
C 0.8078 -2.1693 3.3906 0.037
N 1.5423 0.7567 -0.6324 0.099
H 3.5648 6.3403 -5.1538 0.000
H 4.0732 3.9955 -5.7552 0.000
H 3.0164 2.1438 -4.5281 0.001
H 0.9840 4.9626 -2.0273 0.000
H 2.0427 6.8206 -3.2632 0.000
H 4.0943 2.1425 -2.2231 0.000
H 4.8710 0.5901 -0.1689 0.000
H 2.0580 -0.0980 4.7698 0.001
H 3.7397 -0.3950 6.5375 0.000
H 6.0280 -1.1561 5.9667 0.000
H 6.6217 -1.5687 3.6022 0.000
H 4.9043 -1.3700 1.8421 0.000
H -3.0132 -4.7724 0.4581 0.001
H -4.3725 -6.5076 1.5651 0.000
H -5.1222 -6.1923 3.9018 0.000
H -4.4827 -4.1448 5.1329 0.000
H -3.0913 -2.4244 4.0331 0.000
H -4.8903 -2.4294 0.8910 -0.002
H -5.5655 -0.5242 -0.8745 0.003
H -3.0878 3.0372 -3.6627 -0.002
H -0.5707 3.8072 -4.0323 0.002
H -4.2637 0.7468 -4.3358 0.001
H -6.4315 1.5306 -5.2099 0.000
H -8.0527 2.6318 -3.7027 0.000
H -7.4721 2.9948 -1.3264 0.000
H -5.2986 2.2054 -0.4501 0.000
H -0.7957 -3.6197 3.6583 0.001
H 1.4852 -2.3609 4.2028 0.001
Cl 2.7645 5.7620 3.2469 0.000
C 1.8108 4.4436 2.6319 0.000
C 0.4591 4.6127 2.3795 0.000
C -0.2684 3.5476 1.8940 0.000
C 0.3017 2.2971 1.6125 0.001
O -0.5575 1.3839 1.1428 0.002
C 1.6840 2.1329 1.8815 0.001
C 2.5121 0.9179 1.6104 0.018
N 2.6483 -0.9829 0.7276 0.012
C 2.4649 -2.2546 0.1675 0.001
C 3.0069 -3.3442 0.8088 0.001
C 2.9956 -4.6283 0.2373 0.000
C 2.4654 -4.8260 -1.0026 0.000
C 1.8159 -3.7584 -1.6581 0.000
C 1.2173 -3.9315 -2.9297 0.000
C 0.5199 -2.9155 -3.5049 0.000
C 0.3278 -1.7422 -2.7553 0.001
N 0.8814 -1.5330 -1.5808 0.009
C 1.7204 -2.4876 -1.0398 0.001
C 2.4005 3.2255 2.3919 0.001
H -0.0118 5.5705 2.5565 0.000
H -1.3297 3.6432 1.7014 0.000
H 3.5253 1.1543 1.9234 0.000
H 3.5045 -3.1981 1.7578 0.000
H 3.4620 -5.4457 0.7710 0.000
H 2.5183 -5.7919 -1.4882 0.000
H 1.3233 -4.8853 -3.4324 0.000
H 0.0741 -3.0108 -4.4846 0.000
H -0.3088 -0.9492 -3.1323 0.000
H 3.4565 3.1123 2.6076 0.000

=====

Number 1: E -183252.48048 eV. Number 2: E -89181.81927 eV.